# 1
{
  "formula": "C52H83I2O37PS",
  "method": "ωB97M-V/def2-TZVPD",
  "lumo_energy_ev": -0.3,
  "multiplicity": 1,
  "symbols": ["O", "H", "C", "C", "H", "H", "H", "H", "H", "H", "H", "C", "O", "C", "H", "O", "H", "H", "H", "H", "O", "C", "C", "C", "O", "H", "H", "O", "C", "H", "H", "H", "H", "C", "H", "H", "H", "O", "I", "H", "H", "C", "C", "C", "H", "C", "H", "O", "H", "C", "C", "I", "O", "C", "C", "C", "H", "O", "H", "O", "O", "O", "C", "H", "O", "H", "H", "H", "O", "H", "C", "H", "C", "C", "H", "C", "H", "H", "H", "H", "C", "H", "C", "C", "H", "H", "H", "H", "H", "H", "H", "O", "C", "H", "C", "C", "O", "P", "H", "H", "H", "O", "H", "C", "H", "H", "H", "C", "H", "O", "C", "C", "O", "H", "H", "H", "O", "O", "H", "O", "O", "H", "O", "O", "O", "H", "C", "C", "H", "C", "O", "O", "C", "C", "O", "H", "C", "H", "C", "C", "C", "O", "H", "H", "H", "H", "C", "H", "C", "O", "H", "H", "C", "O", "C", "C", "H", "C", "H", "H", "O", "H", "O", "C", "H", "H", "H", "H", "H", "C", "O", "H", "C", "C", "S", "O"],
  "positions_angstrom": [[-1.040, 7.045, 6.750], [-6.218, -4.454, -2.218], [4.847, -2.786, -0.604], [-2.014, 0.228, -6.201], [2.159, -2.023, 4.111], [-0.320, 4.428, -0.142], [3.930, -8.088, -1.709], [-1.200, 0.559, -6.848], [1.692, 5.556, -3.175], [4.351, -6.080, 8.617], [4.157, 1.021, 3.648], [6.841, 1.081, 0.612], [-2.353, 6.335, 2.412], [-1.084, 3.654, -0.201], [0.436, -1.794, 1.765], [7.240, -0.028, 0.465], [-6.170, 6.599, 1.954], [3.253, -4.880, 2.581], [-4.214, -3.549, -1.186], [3.986, 0.571, 5.321], [-3.921, 1.282, -6.930], [4.121, -1.092, 3.976], [2.159, 4.585, -3.045], [3.815, -9.058, -1.233], [6.740, 2.008, -0.372], [-1.738, 3.789, 0.659], [-0.563, -0.480, 0.349], [-4.441, 5.519, 2.259], [-2.974, 1.343, -5.853], [4.772, -0.829, 1.927], [-6.190, 4.954, 1.279], [-0.926, 1.651, -1.007], [7.120, 3.517, 1.975], [-3.392, 6.255, 1.833], [-0.559, 3.326, 3.333], [6.701, -4.560, 8.621], [3.767, 4.208, -4.487], [4.591, -3.856, 5.026], [-2.400, -0.331, -1.786], [-2.498, 2.319, -5.813], [4.700, -8.235, 0.576], [-0.017, 5.871, 5.065], [1.655, -1.454, -0.808], [-3.173, 1.130, -0.344], [-5.489, 7.142, -0.320], [-7.907, -0.309, -6.864], [-5.084, 2.155, -0.530], [-7.289, -1.485, -7.084], [2.855, -9.490, -1.522], [-4.923, 6.357, 0.173], [4.531, 0.328, 4.407], [-4.494, 1.590, 2.344], [-0.001, -0.432, 3.237], [1.515, 2.429, -3.236], [0.178, 7.591, 6.519], [-0.404, 2.271, -0.283], [3.074, -8.892, 0.818], [-5.519, 4.102, -2.255], [6.385, 4.053, -0.280], [-5.498, 2.822, -4.094], [-4.681, -0.394, -8.227], [-7.373, 2.993, -2.911], [4.647, -4.977, 0.602], [-1.937, 5.339, 5.974], [1.567, 1.835, 3.229], [-8.035, -2.303, -8.818], [1.962, -5.866, 1.883], [5.719, -6.516, 7.571], [-0.014, 3.735, 2.634], [5.606, 0.437, 4.535], [1.350, -0.028, -0.330], [2.835, -2.402, -2.305], [-2.867, 0.774, 1.123], [-6.700, -1.733, -1.786], [-3.502, 1.163, -4.915], [5.018, -5.723, 7.837], [-6.261, -2.185, -8.747], [-6.296, 0.205, -9.089], [5.647, -2.591, 0.116], [4.252, -0.752, -0.161], [-7.193, -1.686, -8.500], [5.117, -3.786, 8.836], [0.299, 0.059, 0.765], [-1.593, 1.354, 1.804], [2.794, -0.668, -2.438], [-4.710, 5.566, -0.544], [0.798, -1.766, -1.417], [5.197, -4.671, 1.501], [-5.124, -2.922, 0.205], [1.229, 2.109, 4.090], [-1.636, 3.830, -1.123], [1.940, 3.159, 1.141], [0.711, -0.765, 2.002], [-5.234, 0.349, -0.373], [5.181, -10.741, -0.592], [-3.892, 0.031, -7.441], [0.760, 7.012, 5.440], [0.907, 2.587, 1.997], [3.418, -3.282, 0.910], [-6.105, 0.851, -4.233], [5.979, -1.519, 2.970], [-7.211, -0.736, -2.181], [2.276, 0.488, -0.059], [2.586, -1.076, 3.764], [5.297, -3.266, -1.476], [2.699, 0.104, 2.000], [-2.757, 2.071, -0.685], [5.717, -4.422, 8.183], [4.943, -1.014, -1.736], [4.269, -5.362, 6.672], [-5.579, 5.838, 1.442], [-6.381, 1.826, -4.635], [-3.681, 6.879, 0.676], [3.113, -4.145, -0.615], [-7.780, -0.191, -9.989], [2.625, -1.653, 1.736], [-2.372, -0.458, 3.641], [2.512, 2.592, -4.131], [-1.990, 6.778, 4.936], [-5.373, -1.866, -1.546], [0.667, 8.455, 7.170], [-6.307, 1.810, -5.717], [-8.045, 0.389, -8.008], [5.890, -11.691, -0.657], [-8.260, 0.076, -5.791], [0.423, 4.983, 5.526], [-1.379, 6.209, 5.637], [2.220, -0.824, 2.306], [3.245, -6.619, 2.851], [6.002, 3.126, 0.139], [1.002, 1.390, -2.969], [4.858, -9.946, -1.643], [4.869, -4.295, 6.094], [3.890, -3.773, 0.056], [1.180, 3.609, -2.670], [5.382, -5.337, -0.119], [4.910, -1.531, 2.751], [2.908, 4.648, -2.254], [-4.649, 1.184, -0.744], [-7.275, -0.269, -9.030], [6.221, 3.001, 1.634], [4.582, -10.298, 0.538], [2.177, -0.307, 4.412], [-1.847, 2.334, 2.190], [-0.027, 5.752, 3.986], [1.712, -2.168, 0.010], [3.030, -5.841, 2.114], [-6.724, -4.598, -0.521], [4.243, -1.439, -1.011], [-7.351, -2.886, -1.513], [-1.595, -0.258, -5.324], [2.148, 4.310, -5.209], [2.884, -1.481, -1.714], [5.828, -3.791, 6.904], [-7.722, 2.294, -4.130], [-0.249, 1.486, 1.030], [-2.886, -0.308, 1.225], [-5.156, -3.108, -0.870], [4.952, 3.009, -0.133], [-8.195, 3.004, -4.809], [3.791, -6.062, 0.938], [5.368, 3.333, 2.220], [6.412, 1.593, 1.787], [4.004, -9.012, 0.269], [-4.657, 1.096, -1.831], [0.582, 2.417, -0.708], [4.660, -2.545, 2.435], [4.395, -1.757, 4.788], [-8.407, 1.485, -3.919], [-6.091, 3.378, -3.019], [-2.855, -0.675, -6.935], [0.991, 0.484, -1.218], [2.713, 3.997, -4.330], [-6.375, -3.909, -1.286], [-1.297, 0.427, 3.356], [-1.041, 1.458, 4.329]]
}



# 2
{
  "formula": "C52H83NO24PS",
  "method": "ωB97M-V/def2-TZVPD",
  "charge": 1,
  "lumo_energy_ev": -4.3,
  "multiplicity": 1,
  "symbols": ["C", "C", "C", "C", "O", "C", "H", "C", "C", "H", "O", "H", "C", "H", "C", "H", "C", "O", "C", "O", "C", "H", "C", "H", "C", "H", "H", "H", "C", "H", "H", "H", "H", "O", "O", "O", "C", "H", "C", "H", "O", "H", "H", "H", "H", "H", "H", "H", "H", "C", "H", "H", "C", "C", "H", "C", "H", "C", "O", "H", "C", "C", "O", "O", "H", "H", "H", "H", "O", "C", "C", "H", "H", "H", "C", "C", "H", "H", "H", "O", "H", "C", "H", "C", "C", "C", "C", "C", "C", "H", "O", "H", "C", "C", "H", "H", "H", "H", "H", "H", "O", "C", "O", "C", "H", "C", "O", "H", "C", "C", "C", "H", "H", "H", "H", "H", "C", "H", "O", "H", "O", "H", "H", "H", "O", "H", "C", "H", "H", "O", "H", "C", "H", "P", "H", "H", "C", "H", "O", "H", "C", "O", "H", "H", "N", "C", "H", "H", "C", "H", "H", "H", "H", "H", "H", "H", "C", "O", "C", "H", "H", "S"],
  "positions_angstrom": [[-0.833, 1.577, 0.390], [4.844, -4.521, 3.496], [-5.103, -1.546, -7.280], [-3.589, 2.053, 0.510], [7.618, -7.148, 0.806], [-5.228, -2.030, 0.103], [4.230, 1.704, 9.146], [6.359, 1.361, 9.632], [2.632, -3.920, 3.372], [0.081, 1.430, 3.619], [-3.988, -1.320, 0.174], [-5.659, -4.714, -2.611], [7.016, 0.000, 9.791], [0.174, -0.589, 2.937], [-1.762, -5.304, -1.541], [5.145, -8.983, -0.367], [-5.698, -2.694, -6.488], [1.833, -0.793, 8.048], [-5.928, -3.733, -3.008], [0.881, 4.195, -1.055], [0.409, -0.688, 8.268], [0.785, 4.582, -1.944], [-3.499, 9.778, -2.454], [1.506, 2.413, 3.437], [5.319, 5.081, -3.639], [0.095, 2.796, 2.488], [5.468, 6.214, -1.759], [7.831, -8.531, -0.712], [3.176, -3.273, 4.629], [0.839, 2.346, -7.074], [0.833, -4.327, 0.302], [-5.394, -2.494, 1.083], [-1.810, 4.643, -1.768], [3.608, -4.583, 2.733], [3.239, -0.330, 6.350], [-2.891, -5.442, -1.918], [3.420, 5.956, -2.556], [-1.074, 3.662, -7.867], [-3.502, 7.569, -1.603], [-1.473, -5.148, 0.567], [-0.713, -5.865, -2.173], [-1.359, -0.432, 0.937], [4.702, -7.061, 1.115], [5.079, 7.177, -3.180], [-4.774, 0.474, -4.634], [2.894, -3.881, 5.490], [6.163, 5.333, -4.274], [-4.276, -1.089, -6.745], [-0.059, 1.161, -9.031], [0.639, 1.277, 0.397], [-3.184, 10.409, -1.623], [-5.834, -0.816, -7.614], [-5.468, -3.706, -4.438], [5.452, -7.776, 1.460], [0.235, -0.452, 9.314], [-1.278, -4.542, -0.319], [-7.018, -3.656, -2.966], [-0.072, 0.402, 7.320], [-1.419, 5.239, -1.106], [1.236, 2.053, -0.071], [-1.357, 2.836, 0.118], [0.899, 0.244, 6.152], [-5.693, -2.445, -5.080], [8.157, -0.231, 10.055], [4.943, -5.440, 4.067], [-6.727, -2.888, -6.800], [-3.440, 6.522, -1.888], [0.556, -0.494, 5.424], [-5.930, 9.890, -2.284], [3.054, 5.299, -3.855], [4.684, -3.293, 4.383], [6.643, 1.771, 8.662], [-1.795, -3.588, -0.235], [-1.535, 3.386, -6.178], [0.995, -0.482, 2.231], [-1.988, 0.979, -8.151], [-5.114, -3.581, -6.736], [-6.090, -1.383, -0.077], [6.699, -7.208, -1.038], [6.108, -0.975, 9.550], [-2.028, -0.613, -3.865], [2.141, -0.298, 6.827], [-0.177, -0.128, -7.807], [-0.479, 0.884, -8.063], [-1.733, 0.557, 0.716], [7.054, -7.907, -0.278], [0.678, 1.969, 2.888], [-5.136, -3.156, -0.883], [-3.111, 0.780, 0.796], [-6.062, -4.459, -4.966], [-2.721, 0.192, -8.671], [-1.121, 0.301, 7.050], [4.917, 6.214, -2.696], [-0.144, 1.896, -6.973], [5.283, -3.338, 5.289], [-1.657, 8.574, -2.233], [1.314, -5.469, -2.149], [5.079, -8.308, 2.331], [0.391, -3.484, -1.184], [0.792, -1.114, 1.368], [-2.415, 2.122, -7.561], [4.848, -0.400, 9.152], [4.159, 4.846, -4.471], [-2.367, 1.453, -3.465], [1.896, -0.883, 2.691], [-2.700, 8.477, -2.527], [-4.862, 8.000, -1.730], [-3.075, 3.943, -0.012], [-4.148, -0.067, -3.923], [4.871, 1.022, 9.701], [6.719, -7.014, 1.803], [2.851, 6.873, -2.424], [-2.727, 8.087, -3.545], [6.314, -9.630, 0.781], [6.679, 2.032, 10.424], [1.115, 1.186, 5.660], [-3.980, -0.376, 1.215], [-4.139, -3.593, -0.817], [-0.201, 4.985, 1.120], [-0.041, -1.657, 8.043], [-5.327, -2.711, -2.221], [-3.200, 7.670, -0.558], [-4.986, -0.046, 1.469], [-0.197, 1.419, -5.993], [1.497, -3.896, 2.972], [-5.893, -3.885, -0.594], [5.920, -8.711, 0.346], [-5.380, 2.829, 1.861], [4.977, -2.397, 3.833], [-1.431, 2.198, -3.572], [-3.544, -0.816, 2.119], [-4.909, 9.287, -2.177], [2.789, -2.264, 4.739], [-0.415, 4.370, -0.189], [3.197, 5.259, -1.745], [-2.490, 0.332, -5.307], [0.217, -4.387, -0.593], [0.775, 0.376, -0.200], [6.929, -6.352, 2.778], [4.544, 1.024, 10.742], [-2.672, 0.183, -4.245], [1.942, 5.157, -4.285], [-4.461, -1.110, -3.931], [-5.267, 0.953, -2.352], [-2.701, 3.015, 0.171], [0.503, -5.618, -1.440], [5.676, -4.441, 2.813], [-4.420, -4.003, -4.532], [-4.271, 0.557, -2.549], [-4.004, -0.138, -1.760], [4.037, -0.992, 9.566], [4.782, -0.424, 8.067], [0.063, 1.381, 7.780], [2.283, 1.156, 1.738], [0.722, -6.498, -0.833], [5.544, 4.156, -3.104], [-1.282, 2.898, -7.116], [-3.322, 1.659, -2.527], [1.211, 0.992, 1.814], [-3.469, 10.344, -3.380], [-4.676, -1.973, -8.187], [-5.293, 2.521, 0.558]]
}



# 3
{
  "formula": "C52H90N2O14",
  "method": "ωB97M-V/def2-TZVPD",
  "lumo_energy_ev": -0.4,
  "multiplicity": 1,
  "symbols": ["C", "H", "C", "H", "H", "H", "H", "O", "H", "H", "C", "H", "H", "H", "C", "H", "H", "H", "H", "O", "C", "C", "H", "H", "H", "H", "H", "H", "O", "H", "O", "H", "H", "H", "H", "H", "O", "H", "H", "H", "N", "H", "H", "C", "C", "H", "H", "H", "H", "H", "C", "C", "H", "H", "C", "C", "C", "H", "H", "H", "H", "O", "C", "H", "C", "H", "H", "C", "H", "N", "C", "C", "C", "H", "C", "C", "H", "H", "C", "H", "O", "C", "C", "H", "H", "C", "H", "C", "H", "O", "H", "O", "H", "C", "H", "H", "C", "H", "C", "H", "C", "H", "C", "C", "O", "H", "H", "H", "C", "H", "H", "O", "H", "O", "H", "H", "C", "H", "C", "H", "H", "C", "C", "H", "C", "H", "H", "C", "H", "C", "C", "H", "H", "H", "H", "C", "C", "H", "H", "H", "H", "C", "H", "H", "C", "C", "C", "C", "C", "H", "H", "C", "O", "C", "H", "O", "H", "C"],
  "positions_angstrom": [[2.408, -4.467, 3.207], [1.495, 5.427, 2.801], [-0.132, -4.658, 2.215], [1.999, -4.318, 0.405], [-1.337, 5.114, 0.363], [1.514, 3.349, 1.781], [1.795, -2.129, -2.901], [-2.652, -4.304, -4.229], [-4.327, -4.439, -2.334], [-1.215, -4.720, 1.887], [1.597, -2.055, -5.604], [2.136, -2.278, 2.900], [6.007, -1.966, 3.696], [-1.912, -3.254, 4.435], [4.534, 1.805, -1.238], [-0.754, -1.904, -7.843], [2.678, 2.174, 4.132], [2.779, -1.940, -1.431], [1.279, 5.628, 5.494], [-0.151, -3.853, 5.321], [0.467, -3.429, 2.299], [-1.792, -4.118, -3.201], [1.218, -5.301, -0.914], [-3.622, 8.492, 0.801], [-4.845, 6.352, -0.616], [6.646, 3.200, -0.012], [0.890, -3.164, -8.423], [0.481, -0.401, -6.474], [4.415, -5.357, 3.625], [-4.760, 2.425, -2.929], [3.869, -3.433, 4.558], [3.975, 3.508, 1.387], [4.331, -1.560, 0.117], [0.500, -4.242, -7.133], [4.260, -3.303, -2.675], [-2.180, -2.412, -1.980], [3.857, -1.024, 2.073], [6.837, -0.577, 3.362], [-2.090, 7.032, 1.639], [4.068, -0.584, 4.045], [0.772, 1.559, -2.927], [0.381, 4.128, 5.443], [4.761, 0.599, 2.857], [0.593, -5.849, 2.483], [1.957, -4.465, -0.677], [0.147, -6.827, 2.342], [-0.150, 4.958, 3.130], [4.547, 4.520, 0.034], [-0.395, 3.161, -1.186], [6.144, 2.403, 1.411], [-1.513, -2.156, 6.243], [2.622, 3.197, 3.812], [-3.385, -2.372, -4.439], [3.392, -5.800, -1.587], [1.369, 3.317, 2.908], [3.332, -4.748, -1.287], [-0.412, -2.380, -6.913], [0.172, -0.843, -2.158], [-0.035, -2.637, 7.813], [4.309, -2.891, 1.147], [-3.929, 3.943, -3.353], [2.410, 3.981, 4.997], [5.795, 2.741, 0.425], [0.288, -4.801, 7.110], [4.661, -0.478, 3.081], [-4.094, 5.911, 0.915], [-1.464, -4.929, 6.565], [-4.386, 2.592, -5.111], [-1.082, 6.057, -1.157], [3.654, -4.441, 3.910], [-1.858, 7.258, 0.608], [1.172, 4.663, 4.891], [0.299, -1.369, -5.950], [-5.086, 2.220, 2.891], [-0.700, -0.551, -0.216], [-3.675, -3.429, -4.076], [-5.028, 1.671, -5.140], [-1.692, -3.165, 8.110], [-2.542, -3.402, -2.066], [6.513, -0.799, 0.999], [1.457, 0.720, -3.452], [-0.026, 1.172, -1.742], [-3.929, -3.471, -2.597], [-2.853, 1.361, -2.711], [-2.909, 0.502, -4.935], [0.792, -3.242, -7.393], [-1.365, 1.429, -5.046], [-1.149, 0.445, 0.693], [-1.124, -1.129, 6.209], [-3.146, 2.330, -5.765], [-7.126, 2.990, 2.696], [-5.030, 1.305, 0.992], [-5.021, 2.157, -0.781], [-1.053, 1.789, 0.363], [2.940, 3.397, -1.179], [2.485, -1.370, -5.408], [3.305, -3.795, -2.532], [4.202, -4.513, -0.599], [4.477, 3.530, 0.416], [-1.252, -2.943, -6.525], [-1.741, 5.944, -0.255], [-0.254, -1.130, -5.028], [-4.024, 2.878, -3.637], [4.641, -1.811, 1.118], [5.533, 1.551, -0.307], [-4.910, 3.352, -5.717], [-1.653, 0.194, 1.664], [2.478, -6.497, 3.337], [-2.664, 2.112, -3.459], [-7.745, 1.802, 1.590], [-0.593, -2.071, 4.341], [0.863, 2.681, -3.265], [-0.051, -2.501, 1.977], [-3.027, 5.590, -0.775], [-5.894, 0.552, 2.701], [-1.882, 2.753, -3.106], [-5.700, 1.530, 2.225], [2.803, 2.104, 0.097], [0.897, 4.715, 3.367], [-1.453, 2.626, 0.910], [-1.357, -5.072, -2.851], [-2.471, 1.503, -4.830], [-0.918, -3.045, 7.345], [-4.226, 3.141, 0.410], [-6.866, 2.393, 1.861], [-1.041, 7.944, 0.428], [6.623, -2.542, 1.414], [-5.082, 2.511, 0.206], [-0.866, -3.618, -3.522], [-0.519, 2.139, -0.866], [5.996, -1.175, 3.022], [-4.607, -2.733, -2.171], [0.682, 2.547, 3.086], [4.064, 0.764, -1.419], [-0.894, -1.574, 0.120], [-0.552, -4.341, 6.668], [1.782, -3.311, 2.812], [-7.156, 3.135, -0.205], [3.557, 3.486, 3.360], [-3.210, 8.211, -0.928], [-2.282, -3.987, -1.181], [-0.175, -0.150, -1.430], [-2.576, -2.048, 6.358], [1.426, -2.655, -4.691], [1.869, -5.712, 3.014], [6.058, -1.616, 1.525], [2.250, -2.731, -2.079], [-1.075, -2.852, 4.966], [-3.928, 6.406, -0.022], [-6.319, 4.293, 0.892], [2.957, -4.224, -3.513], [-3.218, 7.741, 0.093], [1.323, -3.365, -1.403], [-6.456, 3.221, 0.613], [4.884, 2.265, -2.232], [1.981, -2.859, -6.662], [-4.635, -3.702, -4.644], [3.550, 2.709, -0.513]]
}



- What is the formula in the first record?
  C52H83I2O37PS